No. 1
Computed, not measured: 6 unconnected molecules or ions with the total composition C39H79N6O14 at a distorted geometry, with ωB97M-V/def2-TZVPD.

Values from the calculation:
- total energy (eV) = -79318.7154
- frontier orbital gap (eV) = 9.09
- F_max (eV/A) = 6.02
- net charge = +1
- E_HOMO (eV) = -11.395

CARTESIAN COORDINATES (ANGSTROEM)
C 6.727 -4.899 -0.256
C 5.977 -5.140 -1.636
O 4.643 -5.674 -1.510
C 3.676 -4.795 -2.162
C 2.207 -5.207 -1.725
N 1.128 -4.382 -2.337
C 1.054 -3.048 -2.293
N 2.001 -2.162 -1.694
C 1.608 -0.801 -1.882
C 2.400 0.477 -1.415
C 1.768 1.000 -0.023
O 2.816 0.992 0.981
C 1.219 2.499 -0.313
N 2.314 3.489 -0.119
N 0.377 -0.939 -2.576
N -0.252 0.249 -2.907
N 0.014 -2.230 -2.835
C -1.218 -2.560 -3.587
C -2.079 -3.763 -2.986
C -2.036 -3.903 -1.394
C -3.478 -4.437 -0.889
C -4.303 -3.318 -0.103
C -5.417 -2.607 -1.010
C -6.869 -3.246 -0.910
C -7.520 -3.159 0.560
O -7.320 -1.878 1.206
C -6.347 -1.937 2.224
C -5.238 -0.773 2.225
O -6.295 -2.772 3.133
H 7.828 -4.653 -0.474
H 6.338 -3.993 0.329
H 6.737 -5.804 0.428
H 6.586 -5.916 -2.227
H 6.048 -4.167 -2.236
H 3.830 -4.942 -3.281
H 3.979 -3.738 -1.887
H 2.092 -5.285 -0.586
H 2.041 -6.276 -2.105
H 0.364 -4.872 -2.821
H 2.397 1.301 -2.208
H 3.476 0.137 -1.211
H 0.877 0.387 0.330
H 3.180 0.080 0.917
H 0.816 2.514 -1.384
H 0.322 2.694 0.362
H 2.449 3.536 0.907
H 3.163 3.064 -0.533
H -0.734 0.202 -3.814
H -0.870 0.581 -2.157
H -1.891 -1.630 -3.547
H -1.007 -2.734 -4.698
H -3.172 -3.544 -3.261
H -1.834 -4.739 -3.536
H -1.694 -2.979 -0.837
H -1.313 -4.765 -1.164
H -3.376 -5.328 -0.173
H -4.092 -4.848 -1.768
H -4.810 -3.759 0.826
H -3.582 -2.506 0.226
H -5.011 -2.552 -2.078
H -5.486 -1.521 -0.645
H -6.929 -4.328 -1.280
H -7.589 -2.665 -1.592
H -7.109 -4.047 1.141
H -8.654 -3.322 0.518
H -4.481 -1.021 3.040
H -5.763 0.192 2.545
H -4.756 -0.700 1.203
O -3.636 -0.144 -2.906
C -3.924 0.538 -3.863
O -2.999 0.786 -4.809
C -3.287 1.407 -6.075
C -3.245 2.916 -5.965
C -5.270 1.194 -3.966
H -4.230 1.040 -6.487
H -2.503 1.074 -6.760
H -4.008 3.290 -5.279
H -3.403 3.377 -6.941
H -2.279 3.244 -5.573
H -5.250 2.142 -3.427
H -6.009 0.536 -3.506
H -5.601 1.357 -4.989
O -1.122 6.485 -0.692
C -0.753 6.234 0.430
O -1.648 5.855 1.360
C -1.294 5.341 2.655
C -1.080 6.461 3.648
C 0.681 6.430 0.834
H -0.435 4.668 2.588
H -2.139 4.729 2.979
H -0.248 7.105 3.357
H -0.874 6.058 4.642
H -1.968 7.096 3.704
H 0.834 7.469 1.128
H 1.314 6.203 -0.026
H 1.004 5.767 1.633
O 6.984 -2.179 -3.154
C 6.818 -2.322 -4.343
O 6.104 -1.414 -5.033
C 6.019 -1.379 -6.466
C 4.920 -2.290 -6.969
C 7.316 -3.550 -5.049
H 6.988 -1.596 -6.922
H 5.781 -0.346 -6.730
H 5.115 -3.334 -6.717
H 4.821 -2.210 -8.054
H 3.965 -2.025 -6.509
H 6.574 -4.345 -4.955
H 8.245 -3.869 -4.572
H 7.552 -3.388 -6.098
O 4.793 -0.516 7.743
C 4.616 -0.662 6.560
O 3.898 0.247 5.871
C 3.800 0.278 4.441
C 2.691 -0.629 3.951
C 5.103 -1.896 5.853
H 4.764 0.056 3.977
H 3.563 1.311 4.176
H 2.884 -1.674 4.205
H 2.582 -0.552 2.869
H 1.742 -0.359 4.420
H 4.359 -2.687 5.957
H 6.034 -2.216 6.323
H 5.330 -1.737 4.801
O -1.760 4.882 6.572
C -2.122 5.599 7.475
O -3.430 5.693 7.772
C -3.945 6.349 8.941
C -4.128 7.832 8.699
C -1.142 6.465 8.214
H -3.324 6.137 9.815
H -4.918 5.893 9.139
H -3.177 8.325 8.486
H -4.578 8.311 9.571
H -4.773 8.000 7.833
H -1.003 7.399 7.667
H -0.189 5.936 8.269
H -1.431 6.678 9.241

Mulliken population analysis, charges in e, atoms 1 to 5: -1.114, 0.364, -0.387, -0.190, -0.725

No. 2
Computed, not measured: 9 unconnected molecules or ions with the total composition C39H80N10O12S at a distorted geometry, with ωB97M-V/def2-TZVPD.

Values from the calculation:
- ΔE to the lowest compared entry with this formula, charge and spin (eV) = 5.652
- total energy (eV) = -92040.1177
- frontier orbital gap (eV) = 8.84
- F_max (eV/A) = 6.95
- net charge = 0
- SMILES string = CC(=O)OCCCCCCCC[C@@H](C#N)[C@@H](C#N)S(C)(=O)=O.CN(C)C=O.CN(C)C=O.CN(C)C=O.CN(C)C=O.CN(C)C=O.CN(C)C=O.CN(C)C=O.CN(C)C=O
- E_HOMO (eV) = -8.480

CARTESIAN COORDINATES (ANGSTROEM)
C -3.659 -0.623 -1.819
C -4.415 0.797 -1.568
O -5.170 0.917 -0.527
O -4.305 1.930 -2.465
C -2.923 2.166 -2.869
C -2.672 3.770 -2.813
C -1.862 4.227 -1.465
C -0.306 4.268 -1.878
C 0.651 5.079 -0.869
C 0.435 4.748 0.696
C 1.781 4.008 1.264
C 1.866 2.560 0.541
C 3.254 2.324 -0.271
C 4.368 2.022 0.875
N 5.133 1.560 1.702
C 3.194 1.019 -1.259
C 1.944 0.063 -0.956
N 1.043 -0.713 -0.765
S 3.393 1.452 -3.061
C 2.209 2.735 -3.673
O 3.089 0.177 -3.850
O 4.842 1.869 -3.315
H -2.783 -0.672 -1.073
H -4.432 -1.437 -1.561
H -3.297 -0.678 -2.903
H -2.804 1.805 -3.966
H -2.134 1.635 -2.229
H -3.699 4.289 -2.891
H -2.075 4.021 -3.779
H -2.004 3.441 -0.625
H -2.263 5.265 -1.170
H 0.023 3.190 -2.093
H -0.257 4.827 -2.897
H 0.528 6.198 -1.069
H 1.738 4.753 -1.121
H -0.527 4.180 0.948
H 0.401 5.764 1.257
H 1.609 3.860 2.392
H 2.721 4.652 1.139
H 0.927 2.458 -0.107
H 1.840 1.750 1.366
H 3.571 3.279 -0.829
H 4.136 0.397 -0.980
H 2.568 3.162 -4.692
H 2.092 3.636 -2.976
H 1.175 2.261 -3.903
C -1.021 -4.947 2.413
O -1.624 -4.062 2.997
N -0.074 -4.753 1.452
C 0.603 -5.859 0.800
C 0.267 -3.397 1.070
H -1.206 -6.011 2.629
H 1.677 -5.774 0.984
H 0.409 -5.809 -0.274
H 0.249 -6.816 1.185
H 0.632 -2.859 1.949
H -0.629 -2.895 0.698
H 1.036 -3.397 0.295
C -0.330 2.687 -6.538
O -0.196 3.219 -5.449
N 0.173 3.160 -7.714
C -0.031 2.468 -8.971
C 0.934 4.394 -7.707
H -0.891 1.746 -6.655
H 0.942 2.203 -9.392
H -0.559 3.131 -9.660
H -0.618 1.560 -8.827
H 1.801 4.276 -7.051
H 0.307 5.200 -7.318
H 1.269 4.643 -8.715
C -7.173 5.583 -0.239
O -6.121 5.980 -0.708
N -7.762 4.385 -0.521
C -9.018 3.985 0.079
C -7.111 3.483 -1.453
H -7.749 6.190 0.479
H -8.864 3.060 0.641
H -9.753 3.816 -0.712
H -9.391 4.756 0.756
H -6.117 3.230 -1.079
H -7.004 3.990 -2.416
H -7.696 2.571 -1.581
C -2.864 1.173 2.885
O -1.822 1.797 2.779
N -3.104 0.180 3.790
C -4.375 -0.514 3.850
C -2.058 -0.193 4.721
H -3.726 1.374 2.228
H -4.812 -0.370 4.842
H -4.206 -1.580 3.676
H -5.065 -0.132 3.096
H -1.783 0.680 5.318
H -1.182 -0.524 4.158
H -2.397 -0.996 5.377
C 1.526 -5.936 4.330
O 1.493 -7.034 3.803
N 1.803 -5.698 5.645
C 1.822 -4.358 6.196
C 2.087 -6.820 6.519
H 1.325 -5.016 3.758
H 2.816 -4.156 6.603
H 1.078 -4.292 6.994
H 1.591 -3.617 5.429
H 2.955 -7.360 6.136
H 1.228 -7.496 6.524
H 2.288 -6.476 7.534
C -0.461 -7.261 -2.839
O 0.319 -6.492 -2.309
N -1.557 -6.896 -3.568
C -2.441 -7.874 -4.169
C -1.845 -5.486 -3.745
H -0.335 -8.353 -2.766
H -2.455 -7.721 -5.251
H -3.448 -7.737 -3.766
H -2.104 -8.889 -3.955
H -0.997 -5.007 -4.241
H -1.984 -5.023 -2.764
H -2.746 -5.352 -4.346
C 4.965 -8.195 8.895
O 3.814 -8.485 8.621
N 6.012 -8.193 8.017
C 7.355 -7.835 8.423
C 5.771 -8.562 6.635
H 5.258 -7.901 9.916
H 7.685 -6.973 7.839
H 8.021 -8.682 8.236
H 7.389 -7.582 9.485
H 5.035 -7.878 6.205
H 5.369 -9.577 6.600
H 6.697 -8.513 6.059
C 3.168 6.933 -2.649
O 2.049 6.450 -2.613
N 3.628 7.921 -1.827
C 4.975 8.443 -1.931
C 2.740 8.465 -0.818
H 3.922 6.591 -3.377
H 5.493 8.283 -0.982
H 4.926 9.514 -2.145
H 5.528 7.944 -2.729
H 2.421 7.661 -0.150
H 1.857 8.885 -1.307
H 3.245 9.242 -0.242

Mulliken population analysis, charges in e, atoms 1 to 5: -0.863, 0.697, -0.550, -0.283, -0.273